The following is a DFT calculation (ωB97M-V/def2-TZVPD) of a molecular structure, C59H114BF15Hg2N6O17P2S.

Atoms and positions in Å:
Hg 3.470 -2.450 0.766
Hg 3.628 2.845 -2.589
O 8.172 2.891 4.510
C 8.167 2.675 3.366
O 7.082 2.447 2.639
B 7.460 1.871 1.349
O 8.908 2.031 1.271
C 9.386 2.433 2.451
O 10.517 2.454 2.750
O 6.720 2.503 0.235
C 5.804 1.705 -0.130
O 4.881 1.934 -0.863
C 6.019 0.337 0.560
O 7.043 0.444 1.320
O 5.380 -0.647 0.288
P 3.814 -0.369 4.084
F 3.563 0.101 5.603
F 2.267 -0.726 3.843
F 3.618 1.133 3.553
F 4.089 -0.824 2.511
F 5.405 -0.152 4.270
F 4.055 -1.912 4.591
P 4.635 0.344 -4.635
F 4.488 -0.476 -3.249
F 3.123 0.964 -4.386
F 5.194 1.637 -3.690
F 4.818 1.263 -5.917
F 6.072 -0.267 -4.887
F 3.980 -0.826 -5.499
C 0.830 1.384 0.668
F 0.028 0.694 1.456
F 0.098 2.312 0.038
F 1.771 1.953 1.375
S 1.549 0.278 -0.674
O 0.388 -0.334 -1.259
O 2.330 1.110 -1.569
O 2.336 -0.731 0.029
C -0.011 2.623 3.996
C -0.859 2.123 5.161
C -1.584 3.356 5.735
C -2.803 3.016 6.610
C -3.674 2.045 5.883
C -3.009 0.808 5.277
N -1.816 1.190 4.541
O -1.181 0.065 3.975
C -2.793 -0.208 6.445
C -4.025 0.203 4.301
C 0.119 1.555 6.187
H -0.527 2.951 3.085
H 0.628 1.790 3.699
H 0.660 3.464 4.198
H -0.964 4.016 6.342
H -1.879 3.940 4.856
H -3.291 3.985 6.756
H -2.484 2.685 7.602
H -4.187 2.576 5.064
H -4.604 1.746 6.385
H -2.924 0.220 7.436
H -3.437 -1.075 6.304
H -1.765 -0.576 6.390
H -4.340 0.883 3.511
H -3.672 -0.760 3.928
H -4.930 -0.030 4.874
H 0.600 0.668 5.757
H -0.345 1.072 7.053
H 0.894 2.265 6.451
H -1.174 0.246 3.021
C -1.444 2.653 -2.985
C -0.392 3.089 -4.023
C -1.115 3.779 -5.192
C -1.649 5.117 -4.790
C -0.486 6.022 -4.391
C 0.289 5.442 -3.170
N 0.610 4.031 -3.444
O 1.274 3.437 -2.316
C 1.621 6.223 -3.223
C -0.500 5.777 -1.902
C 0.384 1.927 -4.620
H -1.073 1.784 -2.421
H -2.242 2.182 -3.561
H -1.788 3.397 -2.276
H -0.429 3.829 -6.043
H -1.909 3.109 -5.533
H -2.308 5.186 -3.918
H -2.251 5.575 -5.581
H -0.767 7.056 -4.203
H 0.213 5.987 -5.234
H 1.479 7.158 -2.676
H 2.377 5.670 -2.648
H 1.988 6.444 -4.219
H -1.565 5.572 -2.064
H -0.244 5.076 -1.100
H -0.508 6.810 -1.566
H 1.141 2.273 -5.321
H -0.326 1.339 -5.214
H 0.771 1.225 -3.886
H 0.568 3.302 -1.653
C 2.236 -6.086 3.657
C 2.160 -5.563 2.200
C 1.127 -6.440 1.495
C -0.328 -6.121 1.845
C -0.524 -4.624 1.557
C 0.418 -3.695 2.316
N 1.807 -4.149 2.156
O 2.756 -3.355 2.855
C 0.279 -2.300 1.756
C -0.003 -3.700 3.800
C 3.500 -5.855 1.522
H 2.962 -6.899 3.725
H 1.317 -6.501 4.073
H 2.563 -5.345 4.393
H 1.194 -6.386 0.407
H 1.259 -7.485 1.789
H -0.579 -6.255 2.903
H -1.109 -6.710 1.366
H -1.532 -4.456 1.952
H -0.571 -4.356 0.498
H -0.751 -1.944 1.847
H 0.837 -1.535 2.300
H 0.569 -2.281 0.704
H 0.090 -4.703 4.221
H 0.692 -3.074 4.375
H -0.994 -3.380 4.121
H 3.553 -6.896 1.203
H 4.335 -5.696 2.204
H 3.547 -5.265 0.600
H 2.532 -3.458 3.802
C -4.873 4.969 -1.688
C -5.855 5.082 -0.517
C -6.912 3.985 -0.502
C -6.353 2.604 -0.215
C -5.597 2.625 1.120
C -4.625 3.805 1.260
N -5.275 5.030 0.820
O -4.415 6.143 1.075
C -4.311 3.865 2.756
C -3.308 3.431 0.549
C -6.630 6.384 -0.741
H -4.254 5.872 -1.669
H -5.430 5.107 -2.620
H -4.274 4.064 -1.716
H -7.747 4.257 0.147
H -7.360 3.914 -1.503
H -5.665 2.265 -0.998
H -7.152 1.860 -0.244
H -5.101 1.649 1.126
H -6.337 2.607 1.923
H -3.903 2.903 3.046
H -3.569 4.652 2.899
H -5.225 4.092 3.306
H -3.399 2.692 -0.249
H -2.807 4.332 0.183
H -2.571 3.029 1.253
H -5.999 7.238 -0.988
H -7.105 6.682 0.203
H -7.449 6.248 -1.444
H -4.858 6.621 1.785
C -3.342 -3.308 -3.907
C -2.776 -1.891 -3.645
C -3.666 -0.801 -4.246
C -4.894 -0.488 -3.411
C -4.484 -0.114 -1.996
C -3.615 -1.208 -1.335
N -2.530 -1.581 -2.241
O -1.616 -2.446 -1.620
C -3.001 -0.559 -0.102
C -4.490 -2.396 -0.905
C -1.415 -1.793 -4.340
H -4.367 -3.211 -4.289
H -3.458 -3.966 -3.047
H -2.813 -3.852 -4.690
H -3.048 0.060 -4.513
H -4.034 -1.204 -5.197
H -5.538 -1.372 -3.333
H -5.516 0.253 -3.920
H -5.383 -0.032 -1.382
H -3.897 0.809 -2.002
H -2.501 -1.296 0.537
H -2.178 0.119 -0.348
H -3.754 -0.048 0.500
H -5.015 -2.924 -1.702
H -3.782 -3.110 -0.473
H -5.246 -2.053 -0.197
H -0.760 -2.621 -4.074
H -0.884 -0.861 -4.126
H -1.552 -1.732 -5.426
H -0.823 -1.892 -1.543
C 2.564 -4.355 -3.759
C 2.763 -4.752 -2.285
C 2.829 -6.284 -2.155
C 4.219 -6.795 -2.580
C 5.354 -6.104 -1.786
C 5.328 -4.585 -2.000
N 3.959 -4.202 -1.620
O 3.810 -2.753 -1.545
C 6.354 -4.015 -1.033
C 5.768 -4.264 -3.442
C 1.538 -4.318 -1.456
H 1.635 -3.809 -3.921
H 2.501 -5.237 -4.399
H 3.378 -3.763 -4.176
H 2.625 -6.696 -1.170
H 2.155 -6.698 -2.908
H 4.410 -6.613 -3.636
H 4.154 -7.857 -2.337
H 6.155 -6.698 -2.240
H 5.338 -6.336 -0.721
H 6.219 -4.442 -0.028
H 7.318 -4.394 -1.368
H 6.375 -2.948 -0.829
H 6.856 -4.284 -3.506
H 5.384 -4.945 -4.194
H 5.513 -3.226 -3.669
H 1.806 -4.130 -0.409
H 0.707 -5.016 -1.375
H 1.176 -3.356 -1.831
H 3.775 -2.449 -2.477

- E_LUMO: -4.0 eV
- Total energy: -185987.885 eV
- Frontier orbital gap: 4.26 eV
- M: 1970.56 g/mol
- F_max: 0.05149 Eh/bohr